(1)
The following is a DFT calculation (the ωB97M-V functional and the def2-TZVPD basis) of 2 unconnected molecules or ions with the total composition C3H11N3O at a distorted geometry.

Computed properties:
* E_tot: -9806.806 eV
* Kohn-Sham gap: 9.518 eV
* largest force on an atom: 2.87 eV/A
* charge: 0

Geometry (Å):
C1 -3.086 1.450 0.099
C2 -1.994 0.809 0.905
N1 -1.046 0.107 -0.012
C3 -0.054 -0.836 0.166
N2 -0.186 -1.558 1.355
N3 0.964 -1.027 -0.577
H1 -3.748 0.693 -0.320
H2 -3.637 2.036 0.844
H3 -2.834 2.160 -0.685
H4 -2.363 -0.017 1.515
H5 -1.391 1.582 1.387
H6 -1.184 0.376 -0.966
H7 0.620 -2.173 1.377
H8 -0.358 -0.991 2.151
H9 1.116 -0.303 -1.264
H10 4.914 -0.091 -1.180
H11 4.303 0.494 -2.473
O1 4.627 0.741 -1.596


(2)
The following is a DFT calculation (the ωB97M-V functional and the def2-TZVPD basis) of 2 unconnected molecules or ions with the total composition C3H11N3O at a distorted geometry.

Computed properties:
* E_tot: -9805.312 eV
* Kohn-Sham gap: 9.673 eV
* largest force on an atom: 3.37 eV/A
* charge: 0

Geometry (Å):
C1 -1.887 0.363 0.784
C2 -2.158 0.949 -0.583
C3 0.769 -1.535 -0.340
O1 0.603 -2.452 0.456
H1 0.195 -1.450 -1.279
H2 -2.179 -0.691 0.817
H3 -2.446 0.901 1.555
H4 -3.214 1.219 -0.682
H5 -1.914 0.228 -1.370
H6 -1.556 1.849 -0.744
N1 1.677 -0.487 -0.182
N2 1.727 0.576 -1.042
N3 2.382 -0.328 0.989
H7 -0.824 0.435 1.031
H8 2.483 -1.266 1.394
H9 1.754 0.142 1.646
H10 2.261 0.282 -1.861
H11 2.327 1.266 -0.587


(3)
The following is a DFT calculation (the ωB97M-V functional and the def2-TZVPD basis) of 2 unconnected molecules or ions with the total composition C3H11N3O at a distorted geometry.

Computed properties:
* E_tot: -9806.732 eV
* Kohn-Sham gap: 9.899 eV
* largest force on an atom: 2.04 eV/A
* charge: 0

Geometry (Å):
C1 1.880 1.921 -0.627
C2 2.123 0.446 -0.348
N1 1.141 -0.382 0.364
C3 -0.232 -0.215 0.254
N2 -0.906 -1.081 1.109
N3 -0.767 0.467 -0.666
H1 2.138 2.134 -1.658
H2 2.326 2.669 0.030
H3 0.807 2.095 -0.598
H4 2.379 -0.051 -1.285
H5 3.017 0.259 0.254
H6 1.392 -0.505 1.333
H7 -0.634 -2.044 1.229
H8 -1.897 -0.997 1.235
H9 -1.651 0.152 -1.036
H10 -2.965 -1.737 -0.152
H11 -4.221 -1.348 0.686
O1 -3.929 -1.784 -0.122


(4)
The following is a DFT calculation (the ωB97M-V functional and the def2-TZVPD basis) of 2 unconnected molecules or ions with the total composition C3H11N3O at a distorted geometry.

Computed properties:
* E_tot: -9807.170 eV
* Kohn-Sham gap: 9.712 eV
* largest force on an atom: 1.42 eV/A
* charge: 0

Geometry (Å):
C1 -0.655 -1.659 -1.855
C2 -0.239 -0.530 -0.936
N1 -0.605 -0.755 0.434
C3 -0.192 0.087 1.460
N2 1.143 0.412 1.427
N3 -1.038 0.340 2.380
H1 -0.147 -2.595 -1.627
H2 -0.368 -1.424 -2.882
H3 -1.733 -1.828 -1.922
H4 0.847 -0.469 -1.089
H5 -0.629 0.424 -1.316
H6 -1.519 -1.150 0.578
H7 1.698 0.095 0.657
H8 1.568 0.606 2.311
H9 -0.570 0.806 3.156
H10 0.556 1.813 -0.441
H11 0.819 3.206 0.193
O1 1.065 2.621 -0.529


(5)
The following is a DFT calculation (the ωB97M-V functional and the def2-TZVPD basis) of 2 unconnected molecules or ions with the total composition C3H11N3O at a distorted geometry.

Computed properties:
* E_tot: -9802.828 eV
* Kohn-Sham gap: 9.479 eV
* largest force on an atom: 3.61 eV/A
* charge: 0

Geometry (Å):
C1 -2.031 0.526 0.425
N1 -1.775 1.017 -0.907
N2 -1.872 -0.918 0.533
H1 -1.451 0.362 -1.610
H2 -2.352 -1.267 1.357
H3 -0.889 -1.153 0.651
H4 -1.086 1.752 -1.012
H5 -3.079 0.747 0.650
H6 -1.432 1.092 1.166
N3 1.075 -1.548 -0.323
C2 1.877 0.538 -0.690
C3 2.261 0.422 0.619
O1 1.300 -0.509 -1.279
H7 0.758 -2.327 -0.898
H8 2.104 -1.331 0.324
H9 2.306 1.206 -1.426
H10 1.547 0.099 1.369
H11 2.739 1.291 1.049


(6)
The following is a DFT calculation (the ωB97M-V functional and the def2-TZVPD basis) of a molecular structure, C3H11N3O2.

Computed properties:
* E_tot: -11855.710 eV
* Kohn-Sham gap: 10.117 eV
* largest force on an atom: 0.87 eV/A
* charge: 0

Geometry (Å):
C1 0.813 -0.881 -1.923
N1 1.714 0.063 -1.304
C2 -0.631 -0.680 -1.507
N2 -0.886 -1.066 -0.110
H1 1.056 -1.942 -1.779
H2 0.824 -0.707 -2.999
H3 1.483 0.268 -0.340
H4 2.666 -0.251 -1.363
H5 -1.256 -1.266 -2.173
H6 -0.889 0.365 -1.594
H7 -1.842 -0.849 0.160
H8 -0.755 -2.059 0.029
H9 -0.204 -0.397 0.789
N3 -0.156 2.213 2.639
C3 -0.588 1.067 2.022
O1 -1.780 0.805 1.936
O2 0.362 0.331 1.499
H10 0.833 2.377 2.684
H11 -0.763 2.607 3.334